1.
Density functional theory data (wB97M-V/def2-TZVPD) for a structure of composition C32H31F3N2O3P2S3W.

CARTESIAN COORDINATES (ANGSTROEM)
W (1.32, 2.00, 0.06)
S (2.94, 0.22, -0.21)
P (1.22, -0.91, -0.10)
C (0.05, 0.37, -0.03)
P (-1.28, 0.81, 0.98)
S (-0.76, 2.78, 1.05)
C (-1.53, 0.06, 2.59)
C (-2.85, -0.14, 2.99)
C (-3.12, -0.66, 4.25)
C (-2.08, -1.00, 5.10)
C (-0.76, -0.82, 4.69)
C (-0.48, -0.29, 3.45)
C (-2.82, 0.64, 0.08)
C (-3.11, -0.61, -0.47)
C (-4.30, -0.80, -1.16)
C (-5.20, 0.25, -1.28)
C (-4.92, 1.49, -0.72)
C (-3.73, 1.68, -0.03)
C (1.23, -2.01, 1.30)
C (0.15, -2.88, 1.45)
C (0.11, -3.74, 2.53)
C (1.16, -3.75, 3.44)
C (2.24, -2.90, 3.29)
C (2.28, -2.02, 2.22)
C (1.09, -1.86, -1.60)
C (2.14, -2.70, -1.98)
C (2.02, -3.45, -3.14)
C (0.87, -3.36, -3.92)
C (-0.17, -2.52, -3.54)
C (-0.06, -1.76, -2.38)
H (-3.68, 0.11, 2.35)
H (-4.15, -0.81, 4.56)
H (-2.30, -1.41, 6.08)
H (0.05, -1.10, 5.35)
H (0.54, -0.18, 3.14)
H (-2.42, -1.44, -0.37)
H (-4.53, -1.77, -1.59)
H (-6.13, 0.10, -1.82)
H (-5.63, 2.30, -0.81)
H (-3.52, 2.65, 0.40)
H (-0.66, -2.90, 0.73)
H (-0.72, -4.42, 2.65)
H (1.14, -4.44, 4.28)
H (3.06, -2.92, 3.99)
H (3.12, -1.34, 2.11)
H (3.04, -2.79, -1.38)
H (2.83, -4.11, -3.44)
H (0.79, -3.95, -4.82)
H (-1.06, -2.44, -4.15)
H (-0.85, -1.07, -2.10)
F (1.58, 4.19, -2.27)
C (1.68, 3.93, -1.00)
F (2.98, 3.15, -0.84)
F (1.79, 5.06, -0.37)
C (2.20, 3.03, 4.09)
S (2.62, 2.54, 2.48)
O (4.03, 2.40, 2.38)
O (1.96, 3.50, 1.50)
O (1.79, 1.34, 2.11)
H (2.81, 3.90, 4.34)
H (2.47, 2.19, 4.74)
H (1.14, 3.26, 4.14)
C (2.45, 0.35, -5.25)
C (1.61, 0.97, -4.19)
C (0.34, 1.51, -4.22)
C (0.06, 1.94, -2.92)
N (1.11, 1.67, -2.12)
N (2.04, 1.09, -2.93)
C (-1.20, 2.58, -2.48)
H (1.83, 0.15, -6.13)
H (2.88, -0.59, -4.91)
H (3.25, 1.02, -5.55)
H (-0.31, 1.60, -5.07)
H (2.92, 0.79, -2.53)
H (-1.74, 2.95, -3.35)
H (-1.04, 3.43, -1.80)
H (-1.84, 1.87, -1.95)

For the LUMO energy, the calculation gives -7.992 eV. As for the relative energy (zero: lowest compared OMol25 entry of this formula, charge and spin): 21.9 kcal per mole. The largest force on an atom comes out at 1.583 eV Å⁻¹. The calculation puts the orbital gap at 6.31 eV. Its total charge is +2.

***

2.
Density functional theory data (wB97M-V/def2-TZVPD) for a structure of composition C17H31BCrF4N5O3P2S3.

CARTESIAN COORDINATES (ANGSTROEM)
Cr (0.23, -0.90, 0.75)
C (-0.06, 1.72, -2.64)
N (0.34, 3.04, -2.19)
C (-0.27, 4.12, -2.92)
P (0.65, 3.25, -0.55)
O (1.39, 2.15, 0.05)
O (-0.80, 3.58, 0.14)
P (-1.76, 2.32, 0.58)
O (-1.24, 1.03, 0.13)
N (-3.21, 2.63, -0.19)
C (-3.74, 1.70, -1.16)
C (-4.00, 3.80, 0.05)
N (-2.08, 2.73, 2.16)
C (-1.11, 3.31, 3.07)
C (-2.96, 1.74, 2.78)
N (1.40, 4.73, -0.45)
C (2.83, 4.71, -0.29)
C (0.75, 5.98, -0.15)
H (0.33, 1.55, -3.65)
H (-1.15, 1.61, -2.67)
H (0.34, 0.97, -1.97)
H (-0.01, 4.03, -3.98)
H (0.13, 5.06, -2.54)
H (-1.36, 4.14, -2.82)
H (-3.16, 0.78, -1.10)
H (-3.68, 2.10, -2.18)
H (-4.78, 1.48, -0.92)
H (-3.58, 4.34, 0.89)
H (-5.03, 3.52, 0.28)
H (-4.02, 4.45, -0.84)
H (-0.33, 3.82, 2.51)
H (-0.64, 2.56, 3.71)
H (-1.62, 4.03, 3.71)
H (-3.47, 1.19, 1.99)
H (-3.70, 2.24, 3.41)
H (-2.40, 1.02, 3.38)
H (3.17, 3.69, -0.42)
H (3.14, 5.06, 0.70)
H (3.31, 5.35, -1.04)
H (-0.31, 5.90, -0.36)
H (1.18, 6.78, -0.77)
H (0.88, 6.27, 0.90)
S (-1.90, -1.84, 1.11)
C (-1.77, -3.42, 0.37)
C (-2.74, -4.40, 0.63)
C (-2.61, -5.68, 0.13)
C (-1.53, -6.01, -0.67)
C (-0.60, -5.03, -1.00)
C (-0.71, -3.74, -0.49)
S (0.45, -2.53, -0.96)
H (-3.58, -4.13, 1.25)
H (-3.36, -6.43, 0.35)
H (-1.40, -7.02, -1.04)
H (0.23, -5.25, -1.66)
S (4.40, 0.77, 0.65)
C (3.85, 0.26, -0.91)
C (2.66, -0.36, -0.81)
N (2.14, -0.44, 0.44)
C (2.96, 0.09, 1.32)
H (4.43, 0.46, -1.79)
H (2.12, -0.78, -1.64)
H (2.78, 0.14, 2.38)
F (-0.62, 0.07, 4.57)
B (0.42, 0.03, 3.69)
F (0.06, 0.67, 2.46)
F (1.51, 0.67, 4.21)
F (0.73, -1.27, 3.30)

For the LUMO energy (spin up / spin down), the calculation gives 2.185 / 2.184 eV. As for the relative energy (zero: lowest compared OMol25 entry of this formula, charge and spin): 15.7 kcal per mole. The largest force on an atom comes out at 2.258 eV Å⁻¹. The calculation puts the orbital gap (spin up / spin down) at 5.44 / 5.74 eV. Its total charge is -1. The spin multiplicity is 5.

***

3.
Density functional theory data (wB97M-V/def2-TZVPD) for a structure of composition C5H7NO.

CARTESIAN COORDINATES (ANGSTROEM)
C (0.32, -0.15, 1.33)
C (0.02, -1.29, 0.42)
C (1.06, -0.56, -0.39)
C (0.61, 0.99, 0.48)
C (-1.55, 1.05, -1.02)
N (-0.93, 1.50, -0.03)
O (1.42, 1.89, 0.59)
H (0.62, -0.23, 2.37)
H (0.30, -2.26, 0.83)
H (-0.98, -1.39, -0.01)
H (2.09, -0.87, -0.24)
H (0.85, -0.36, -1.44)
H (-2.44, 1.59, -1.38)
H (-1.38, 0.08, -1.51)

For the LUMO energy (spin up / spin down), the calculation gives -0.734 / -0.735 eV. As for the relative energy (zero: lowest compared OMol25 entry of this formula, charge and spin): 127.1 kcal per mole. The largest force on an atom comes out at 2.908 eV Å⁻¹. The calculation puts the orbital gap (spin up / spin down) at 7.86 / 7.86 eV.

***

4.
Density functional theory data (wB97M-V/def2-TZVPD) for a cluster of 3 separate species, C35H59Br2N2O6P in total.

CARTESIAN COORDINATES (ANGSTROEM)
C (1.71, 0.64, -2.82)
C (0.97, 1.85, -2.33)
C (-0.44, 1.77, -1.50)
C (-1.89, 1.79, -2.29)
C (-2.11, 1.89, -3.91)
C (-1.21, 3.02, -4.67)
C (-1.12, 4.47, -3.89)
Br (-1.94, 3.25, -6.55)
C (-3.23, 1.65, -1.29)
C (-4.77, 1.61, -1.96)
C (-5.51, 3.08, -1.88)
O (-4.76, 4.12, -1.44)
Br (-7.42, 3.47, -2.33)
C (-3.12, 1.51, 0.36)
N (-4.41, 1.40, 1.12)
C (-4.23, 1.23, 2.60)
O (-5.45, 1.10, 3.44)
C (-6.34, 0.04, 2.91)
C (-7.75, 0.79, 2.50)
C (-7.86, 1.01, 0.87)
O (-8.93, 0.07, 3.04)
C (-2.76, 1.18, 3.28)
P (-2.71, 0.89, 5.20)
O (-3.15, 2.16, 6.03)
O (-3.89, -0.38, 5.59)
O (-1.15, 0.23, 5.69)
N (-1.42, 1.33, 2.60)
C (-1.68, 1.49, 1.13)
C (-0.33, 1.63, 0.16)
C (1.16, 1.59, 0.91)
C (1.44, 3.01, 1.70)
C (2.47, 4.03, 0.94)
C (1.82, 5.55, 0.70)
C (1.33, 5.73, -0.88)
H (2.83, 0.78, -3.12)
H (1.16, -0.39, -2.95)
H (1.43, 2.90, -2.62)
H (-1.81, 0.82, -4.35)
H (-3.23, 2.06, -4.24)
H (-0.13, 2.53, -4.83)
H (-0.25, 4.53, -3.08)
H (-0.82, 5.27, -4.72)
H (-2.17, 4.78, -3.47)
H (-5.42, 0.88, -1.27)
H (-4.78, 1.12, -3.03)
H (-6.59, -0.72, 3.79)
H (-5.87, -0.60, 2.05)
H (-7.76, 1.86, 3.02)
H (-7.05, 0.39, 0.29)
H (-8.93, 0.63, 0.55)
H (-7.78, 2.16, 0.59)
H (-9.62, 0.79, 3.16)
H (-3.49, -1.26, 5.30)
H (-1.06, -0.62, 5.14)
H (1.07, 0.71, 1.70)
H (2.03, 1.28, 0.19)
H (0.39, 3.54, 1.80)
H (1.81, 2.79, 2.81)
H (3.48, 4.22, 1.55)
H (2.79, 3.62, -0.11)
H (0.87, 5.75, 1.38)
H (2.68, 6.35, 0.88)
H (1.73, 4.86, -1.55)
H (0.16, 5.74, -0.99)
H (1.81, 6.74, -1.26)
C (8.41, -0.71, -1.75)
C (7.57, -1.86, -1.21)
C (6.31, -2.11, -2.05)
C (5.30, -0.96, -2.09)
C (4.79, -0.48, -0.73)
C (4.02, -1.56, 0.03)
H (7.87, 0.24, -1.73)
H (9.31, -0.59, -1.14)
H (8.73, -0.91, -2.78)
H (7.31, -1.66, -0.17)
H (8.18, -2.77, -1.22)
H (5.81, -3.01, -1.66)
H (6.60, -2.35, -3.07)
H (4.45, -1.26, -2.71)
H (5.75, -0.10, -2.61)
H (4.12, 0.37, -0.89)
H (5.62, -0.12, -0.11)
H (3.16, -1.90, -0.56)
H (3.65, -1.16, 0.98)
H (4.65, -2.42, 0.25)
C (1.40, -7.81, -0.37)
C (2.12, -6.58, 0.16)
C (1.83, -6.30, 1.63)
C (0.37, -6.00, 1.97)
C (-0.24, -4.82, 1.22)
C (0.44, -3.50, 1.52)
H (0.32, -7.70, -0.32)
H (1.67, -7.98, -1.42)
H (1.69, -8.71, 0.20)
H (1.86, -5.71, -0.46)
H (3.20, -6.73, 0.04)
H (2.46, -5.47, 1.96)
H (2.15, -7.17, 2.23)
H (0.29, -5.81, 3.05)
H (-0.24, -6.89, 1.78)
H (-1.30, -4.73, 1.50)
H (-0.23, -5.00, 0.14)
H (0.40, -3.27, 2.59)
H (-0.05, -2.68, 0.98)
H (1.49, -3.51, 1.21)

For the LUMO energy, the calculation gives -1.946 eV. The largest force on an atom comes out at 9.214 eV Å⁻¹. The calculation puts the orbital gap at 6.61 eV. As for the SMILES: C=Cc1c(C[C@H](C)Br)c(CC(=O)Br)c2nc(OC[C@@H](C)O)c(P(=O)(O)O)nc2c1CCCCC.CCCCCC.CCCCCC.

***

5.
Density functional theory data (wB97M-V/def2-TZVPD) for a cluster of 9 separate species, C21H33N9O12 in total.

CARTESIAN COORDINATES (ANGSTROEM)
C (-18.33, -7.69, 11.48)
N (-17.83, -7.70, 10.12)
O (-16.76, -8.33, 9.94)
O (-18.42, -7.10, 9.25)
H (-17.97, -8.64, 11.88)
H (-19.43, -7.59, 11.53)
H (-17.86, -6.77, 11.81)
C (-15.79, -1.66, 2.66)
N (-15.95, -0.25, 2.35)
O (-16.36, 0.54, 3.20)
O (-15.62, 0.02, 1.23)
H (-16.52, -1.85, 3.48)
H (-14.78, -1.77, 3.11)
H (-15.81, -2.29, 1.74)
C (-20.08, -4.70, 8.04)
N (-19.00, -4.13, 8.85)
O (-18.00, -3.59, 8.40)
O (-19.22, -4.18, 10.00)
H (-19.82, -4.92, 7.00)
H (-20.87, -3.94, 8.03)
H (-20.32, -5.56, 8.62)
C (-15.45, -2.92, 10.96)
N (-15.51, -3.92, 12.11)
O (-15.76, -3.57, 13.26)
O (-15.13, -5.03, 11.80)
H (-14.56, -2.33, 11.21)
H (-16.35, -2.28, 11.06)
H (-15.35, -3.44, 10.05)
C (-12.29, -1.60, 5.05)
N (-11.12, -2.56, 4.87)
O (-10.39, -2.72, 5.83)
O (-11.02, -3.14, 3.82)
H (-13.15, -2.25, 5.26)
H (-12.45, -1.10, 4.11)
H (-12.04, -0.90, 5.83)
C (-16.43, -5.31, 6.65)
N (-15.58, -4.09, 6.72)
O (-14.82, -3.98, 7.67)
O (-15.65, -3.32, 5.76)
H (-17.51, -5.00, 6.47)
H (-16.36, -5.87, 7.62)
H (-16.23, -5.87, 5.77)
N (-16.44, -8.25, 5.21)
C (-17.02, -8.89, 4.20)
C (-17.76, -10.05, 4.39)
C (-17.90, -10.56, 5.67)
C (-17.29, -9.91, 6.75)
C (-16.57, -8.77, 6.43)
H (-16.83, -8.46, 3.22)
H (-18.29, -10.49, 3.55)
H (-18.41, -11.53, 5.83)
H (-17.41, -10.28, 7.74)
H (-16.16, -8.15, 7.19)
N (-13.68, -6.89, 7.57)
C (-13.11, -6.52, 8.74)
C (-11.74, -6.43, 8.96)
C (-10.92, -6.97, 8.03)
C (-11.44, -7.45, 6.88)
C (-12.83, -7.45, 6.69)
H (-13.74, -6.33, 9.54)
H (-11.34, -6.15, 9.90)
H (-9.88, -7.09, 8.19)
H (-10.79, -7.98, 6.22)
H (-13.20, -7.97, 5.86)
N (-19.55, -3.10, 4.77)
C (-19.85, -3.01, 3.49)
C (-19.75, -1.89, 2.64)
C (-19.28, -0.72, 3.24)
C (-18.93, -0.78, 4.56)
C (-19.10, -1.94, 5.30)
H (-20.28, -3.89, 3.02)
H (-20.03, -1.98, 1.64)
H (-19.03, 0.19, 2.75)
H (-18.48, 0.11, 5.01)
H (-19.00, -1.86, 6.36)

For the LUMO energy, the calculation gives -0.152 eV. As for the relative energy (zero: lowest compared OMol25 entry of this formula, charge and spin): 14.2 kcal per mole. The largest force on an atom comes out at 4.051 eV Å⁻¹. The calculation puts the orbital gap at 9.14 eV. As for the SMILES: C[N+](=O)[O-].C[N+](=O)[O-].C[N+](=O)[O-].C[N+](=O)[O-].C[N+](=O)[O-].C[N+](=O)[O-].c1ccncc1.c1ccncc1.c1ccncc1.

***

6.
Density functional theory data (wB97M-V/def2-TZVPD) for a cluster of 3 separate species, C4H14N2O2 in total.

CARTESIAN COORDINATES (ANGSTROEM)
C (0.15, 0.80, -2.63)
C (1.06, 1.05, -1.43)
C (0.41, 1.26, -0.06)
C (1.16, 1.05, 1.02)
N (0.78, 1.05, 2.40)
N (-0.98, 1.37, 0.03)
H (0.10, -0.26, -2.89)
H (0.46, 1.30, -3.53)
H (-0.89, 1.07, -2.50)
H (1.77, 1.84, -1.62)
H (1.66, 0.15, -1.34)
H (2.21, 0.82, 0.89)
H (1.45, 1.68, 2.83)
H (-0.15, 1.44, 2.58)
H (-1.50, 1.17, -0.80)
H (-1.39, 1.00, 0.88)
H (-1.36, -2.49, -1.28)
H (-0.09, -3.44, -1.47)
O (-0.79, -3.15, -0.88)
H (-0.58, -1.97, 2.42)
H (-1.09, -2.92, 1.32)
O (-1.20, -2.04, 1.68)

For the LUMO energy, the calculation gives 0.635 eV. As for the relative energy (zero: lowest compared OMol25 entry of this formula, charge and spin): 29.3 kcal per mole. The largest force on an atom comes out at 1.399 eV Å⁻¹. The calculation puts the orbital gap at 7.65 eV. As for the SMILES: CC/C(N)=C/N.O.O.

***

Q: What is the largest force on an atom in the second record?
A: 2.258 eV Å⁻¹

***

Q: Which of these has the highest largest force on an atom?
A: C35H59Br2N2O6P

***

Q: largest force on an atom of number 1 (C32H31F3N2O3P2S3W)?
A: 1.583 eV Å⁻¹